ORCA calculation (the ωB97M-V functional and the def2-TZVPD basis) on a cluster of 2 separate species, C5H8O in total.

Each line ends with the Mulliken charge.
CARTESIAN COORDINATES (ANGSTROEM)
C  -1.17560  -0.13060  -1.03077  -0.270
C  -1.19208  0.24825  0.24929  -0.521
C  0.10247  0.92503  0.54674  -0.025
C  1.34572  0.07859  0.33097  -0.669
C  0.79570  0.89013  -0.79719  -0.024
O  -0.05272  0.23808  -1.72017  -0.389
H  -1.90261  -0.68532  -1.61187  0.398
H  -1.99513  0.09176  0.95868  0.366
H  0.14712  1.77341  1.22522  0.374
H  1.22973  -1.00297  0.30286  0.146
H  2.27480  0.43946  0.76575  0.263
H  1.34230  1.71106  -1.25140  0.348
H  -0.20430  -2.52611  1.43354  0.060
H  -0.71348  -2.56485  0.89132  -0.059

Summary:
- SMILES: C1=C[C@H]2C[C@H]2O1.[H][H]
- Total charge: 0
- ΔE to the lowest compared entry with this formula, charge and spin: 271.4 kJ/mol
- Gap between HOMO and LUMO: 9.59 eV
- E_LUMO: 1.192 eV

---

ORCA calculation (the ωB97M-V functional and the def2-TZVPD basis) on a structure of composition C42H60Cl3F5N3O3PSeSi5SnTe.

Each line ends with the Mulliken charge.
CARTESIAN COORDINATES (ANGSTROEM)
Sn  0.72970  -0.26712  -0.85589  0.001
C  -2.99423  -2.83064  3.03875  -0.827
C  -2.59292  -3.52480  1.91086  -0.808
C  -2.53993  -2.89048  0.67430  -0.868
C  -2.88407  -1.54958  0.55481  1.860
C  -3.22985  -0.84619  1.71353  -1.667
C  -3.30406  -1.47875  2.93871  -0.990
P  -2.66221  -0.51370  -0.93113  0.333
C  -4.29656  0.31587  -1.12850  0.300
C  -4.34185  1.30170  -2.11619  -0.272
C  -5.49108  2.04142  -2.33138  -0.626
C  -6.61537  1.82281  -1.54561  -0.577
C  -6.57912  0.85195  -0.55700  -0.724
C  -5.42852  0.10151  -0.35075  -0.267
C  -2.72047  -1.66300  -2.35838  0.435
C  -3.44657  -2.85218  -2.37529  0.113
C  -3.39226  -3.71484  -3.45715  -0.939
C  -2.61420  -3.38798  -4.56107  -0.729
C  -1.93877  -2.18168  -4.59464  -0.656
C  -2.00900  -1.32074  -3.50443  0.031
H  -3.02534  -3.32702  4.00003  0.396
H  -2.26433  -4.55197  1.98264  0.626
H  -2.15241  -3.44405  -0.17000  0.526
H  -3.42734  0.21821  1.64708  0.741
H  -3.57208  -0.91187  3.82216  0.525
H  -3.45966  1.51583  -2.70930  0.177
H  -5.49422  2.80015  -3.10205  0.414
H  -7.51028  2.41253  -1.69783  0.374
H  -7.44918  0.67283  0.06224  0.417
H  -5.42404  -0.66240  0.41653  0.365
H  -4.06412  -3.10459  -1.52319  0.541
H  -3.94849  -4.64317  -3.43499  0.410
H  -2.54202  -4.06835  -5.39989  0.396
H  -1.35101  -1.88977  -5.45593  0.532
O  0.20184  -1.41339  1.55561  0.838
H  1.01680  -1.38746  2.06947  0.017
H  0.03396  -2.37546  1.43002  -0.484
Cl  -3.18171  2.39207  -5.60255  -0.191
C  -1.80821  1.34802  -5.62118  0.446
Cl  -0.86603  1.27606  -7.04526  -0.161
Cl  -0.16207  4.16491  -5.00104  -0.873
C  -1.54415  0.63538  -4.56352  -0.704
N  -1.37030  -0.04435  -3.55871  0.732
O  2.07687  3.20285  -2.98545  -0.497
H  1.38921  3.55623  -3.59501  0.110
H  2.13869  2.26879  -3.21028  0.136
C  3.37194  -5.58198  -0.44911  -0.740
Si  1.53808  -6.01111  -0.27995  0.414
C  1.46519  -7.86091  0.10377  -1.094
C  0.78889  -5.78549  -1.99409  -0.928
Se  0.48317  -4.83212  1.26897  -0.660
H  3.90695  -6.32766  -1.04175  0.407
H  3.83658  -5.52568  0.53779  0.242
H  3.49570  -4.61555  -0.93799  -0.063
H  2.14372  -8.43408  -0.53244  0.332
H  0.45212  -8.23616  -0.04805  0.255
H  1.73127  -8.03696  1.14649  0.258
H  1.29176  -6.39633  -2.74757  0.394
H  0.86175  -4.74010  -2.29806  0.112
H  -0.26900  -6.05220  -1.97935  0.242
C  6.20751  0.25826  0.50230  -1.012
N  4.89840  -0.34035  0.61938  0.479
C  4.61176  -1.61320  1.05474  -1.285
C  3.27578  -1.78374  0.88261  -0.163
N  2.74733  -0.62744  0.35854  1.759
C  3.74940  0.20569  0.19935  -1.344
H  6.78602  0.05655  1.40319  0.346
H  6.09392  1.33432  0.38800  0.336
H  6.73131  -0.14110  -0.36714  0.318
H  5.37424  -2.27796  1.41556  0.534
H  2.66581  -2.64902  1.09204  0.227
H  3.66874  1.19626  -0.21624  0.539
C  1.01191  2.43786  5.56005  -1.250
Si  0.93199  1.47317  3.93748  0.517
C  2.66389  0.82604  3.59489  -0.318
C  -0.21667  0.01824  4.23700  -0.379
Si  0.22790  2.89900  2.21849  0.424
Te  0.84251  2.45695  -0.15722  -0.451
Si  -2.07274  3.33666  2.43208  0.352
C  -2.38093  5.05402  3.15265  -1.126
C  -2.88791  3.23618  0.75197  -0.697
C  -2.94770  2.15962  3.61695  -0.206
Si  1.41428  4.92232  2.40736  0.561
C  1.15867  5.89694  4.00563  -1.068
C  0.95345  6.06229  0.98829  -1.050
C  3.25851  4.55610  2.29014  -0.988
H  1.23670  1.75157  6.38049  0.398
H  0.06933  2.93725  5.78670  0.296
H  1.79227  3.19738  5.53208  0.230
H  3.01764  0.22395  4.43586  0.450
H  3.36313  1.64741  3.43577  0.153
H  2.69052  0.21018  2.69559  -0.450
H  0.30767  -0.75776  4.80146  0.523
H  -0.57702  -0.43038  3.31155  -0.504
H  -1.08416  0.32896  4.81845  0.412
H  -1.96144  5.83945  2.52489  0.276
H  -1.94332  5.15302  4.14667  0.229
H  -3.45749  5.22634  3.23705  0.362
H  -2.42985  3.93418  0.05080  0.464
H  -3.95722  3.45418  0.81891  0.373
H  -2.76551  2.24461  0.31250  -0.322
H  -2.51418  2.21139  4.61628  0.407
H  -2.89302  1.12072  3.29226  -0.835
H  -4.00136  2.44374  3.68980  0.433
H  0.14683  6.29085  4.08269  0.301
H  1.85073  6.74409  4.00158  0.375
H  1.35475  5.30587  4.89823  0.268
H  -0.09116  6.37056  1.03932  0.246
H  1.10082  5.57439  0.02604  0.328
H  1.57462  6.96149  1.01268  0.353
H  3.61500  4.00483  3.16212  0.225
H  3.82424  5.48866  2.22121  0.395
H  3.46741  3.96031  1.40172  0.167
F  4.49273  -2.39799  -6.79480  -0.349
C  3.94100  -1.79821  -5.72130  0.723
C  4.42583  -2.03788  -4.45034  -0.052
F  5.46333  -2.87959  -4.28146  -0.349
C  3.85997  -1.41633  -3.35209  0.176
F  4.38507  -1.69411  -2.14145  -0.264
C  2.78993  -0.51194  -3.45280  0.117
O  2.26053  0.10065  -2.44243  0.204
C  2.32434  -0.30206  -4.76703  -0.317
F  1.30095  0.53373  -4.95510  -0.262
C  2.87774  -0.92190  -5.86891  0.002
F  2.38810  -0.68251  -7.09489  -0.335

Summary:
- Total charge: -2
- ΔE to the lowest compared entry with this formula, charge and spin: 0.0 kJ/mol
- Gap between HOMO and LUMO: 6.48 eV
- E_LUMO: 3.636 eV

---

ORCA calculation (the ωB97M-V functional and the def2-TZVPD basis) on a structure of composition C31H46As2GaN2PS3.

Each line ends with the Mulliken charge.
CARTESIAN COORDINATES (ANGSTROEM)
Ga  1.33824  0.07648  -0.43726  0.865
C  -2.25148  1.28561  0.29280  -1.249
As  -0.43552  1.13044  0.89272  0.852
C  -0.55696  0.25927  2.61699  -1.181
C  0.25320  2.86927  1.34606  0.480
C  -0.60916  3.88148  1.74992  -0.699
C  -0.10045  5.10093  2.17570  -0.695
C  1.27093  5.30976  2.20460  -0.826
C  2.13507  4.30654  1.78843  -0.715
C  1.63365  3.08621  1.35146  0.070
As  2.86232  1.78325  0.62390  0.604
C  3.85532  2.81513  -0.67330  -1.254
C  4.15050  1.37782  1.99854  -1.108
H  -2.88382  1.56989  1.13103  0.490
H  -2.55025  0.31301  -0.09132  0.420
H  -2.31951  2.02352  -0.50248  0.421
H  -1.02292  0.94830  3.31812  0.479
H  0.43710  -0.00314  2.97401  0.353
H  -1.16002  -0.64190  2.52645  0.437
H  -1.68091  3.72591  1.74393  0.417
H  -0.77565  5.88560  2.48897  0.431
H  1.66946  6.25720  2.54161  0.423
H  3.20250  4.49262  1.79866  0.315
H  4.46969  3.55004  -0.15701  0.479
H  3.15196  3.31988  -1.33110  0.417
H  4.49044  2.15377  -1.25813  0.423
H  4.54463  2.31103  2.39551  0.435
H  4.96086  0.80180  1.55667  0.413
H  3.68589  0.80653  2.79825  0.361
C  6.30079  -3.23685  0.47531  -0.898
C  6.40677  -4.22963  -0.67898  -0.835
C  5.06556  -4.63949  -1.28290  -0.377
C  4.27334  -3.47209  -1.88170  -0.494
N  3.44218  -2.74964  -0.90027  0.574
C  2.20483  -2.99935  -0.50051  0.152
S  1.45147  -1.90281  0.66825  -0.482
N  1.44588  -4.01940  -0.83082  0.736
C  1.72060  -5.31933  -1.48374  -0.339
C  1.47032  -6.48108  -0.52688  -0.896
C  0.00101  -6.76825  -0.20809  -0.606
C  -0.73188  -5.70098  0.61105  -1.016
H  7.27091  -3.08470  0.94650  0.419
H  5.60755  -3.58649  1.24569  0.266
H  5.96745  -2.24940  0.13474  0.079
H  6.91681  -5.13063  -0.33481  0.407
H  7.03781  -3.80722  -1.46638  0.364
H  4.45698  -5.13374  -0.51953  0.231
H  5.23817  -5.37807  -2.06984  0.432
H  3.63045  -3.76626  -2.70948  -0.442
H  4.96196  -2.72867  -2.28804  0.739
H  3.89894  -2.01903  -0.37394  -0.026
H  0.48632  -3.90403  -0.52533  -0.237
H  2.73892  -5.33697  -1.84005  0.213
H  1.06787  -5.38994  -2.35178  0.325
H  2.03693  -6.31077  0.39511  0.301
H  1.90219  -7.36843  -0.99528  0.426
H  -0.03535  -7.71360  0.33429  0.397
H  -0.53673  -6.94366  -1.14483  0.289
H  -0.09651  -5.29167  1.40178  0.265
H  -1.61258  -6.12402  1.09191  0.397
H  -1.10291  -4.87337  -0.00531  0.223
S  -0.87739  -1.41132  -1.92479  -0.436
P  0.27762  -0.66795  -3.32780  1.034
S  1.50176  0.82910  -2.52847  -0.716
C  -0.57600  0.13695  -4.69154  0.887
C  -1.03330  -0.65141  -5.74843  -0.522
C  -1.75679  -0.07213  -6.77875  -0.696
C  -2.02259  1.29075  -6.76222  -0.509
C  -1.57127  2.07623  -5.71179  -0.743
C  -0.85165  1.50312  -4.67322  -0.393
C  1.38906  -1.87115  -4.09117  0.806
C  0.92242  -3.16846  -4.29607  -0.484
C  1.68803  -4.07506  -5.01764  -1.002
C  2.92280  -3.69331  -5.52708  -0.569
C  3.39512  -2.40359  -5.31370  -0.835
C  2.63031  -1.49072  -4.60052  -0.552
H  -0.82698  -1.71442  -5.77723  0.307
H  -2.10935  -0.68524  -7.59724  0.423
H  -2.58181  1.74151  -7.57155  0.404
H  -1.77878  3.13799  -5.69928  0.415
H  -0.51288  2.12224  -3.85414  0.314
H  -0.04429  -3.45984  -3.89764  0.559
H  1.31320  -5.07580  -5.19638  0.448
H  3.51232  -4.39728  -6.10059  0.461
H  4.35261  -2.10218  -5.71879  0.467
H  2.99088  -0.47945  -4.46227  0.488

Summary:
- Total charge: +2
- ΔE to the lowest compared entry with this formula, charge and spin: 0.0 kJ/mol
- Gap between HOMO and LUMO: 8.55 eV
- E_LUMO: -4.869 eV

---

ORCA calculation (the ωB97M-V functional and the def2-TZVPD basis) on an isolated molecule of CH4N2 in a non-equilibrium geometry.

Each line ends with the Mulliken charge.
CARTESIAN COORDINATES (ANGSTROEM)
C  -0.79931  0.66841  0.28834  -0.305
N  -0.17759  0.13396  -0.69222  -0.271
N  0.64092  -0.91201  -0.39461  -0.343
H  -1.59649  1.38260  -0.08796  0.250
H  -0.37708  0.59967  1.37856  0.189
H  1.35226  -0.81048  -1.09841  0.249
H  0.95729  -1.06216  0.60629  0.231

Summary:
- SMILES: C=NN
- Total charge: 0
- ΔE to the lowest compared entry with this formula, charge and spin: 265.9 kJ/mol
- Gap between HOMO and LUMO: 10.23 eV
- E_LUMO: 1.241 eV